[1]
DFT (ωB97M-V/def2-TZVPD) results for a molecular structure, C11H23ClINO2PRu.

Values from the calculation:
Calculated total energy   -49839.799 eV
Energy above the lowest of the compared OMol25 structures with the same formula, charge and spin   0.000 eV
Orbital gap (alpha / beta)   6.7275 / 5.0042 eV
HOMO energy (alpha / beta)   -14.150 / -16.215 eV

Geometry as ORCA input:
```
! RIJCOSX wB97M-V def2-TZVPD def2/J DEFGRID3
* xyz 2 6
C 1.6777 0.6893 0.9648
I -2.5652 -0.9350 0.0707
H 2.2633 0.7663 0.0016
H 2.1665 -0.0099 1.6413
H 1.5497 1.7342 1.2489
Ru 0.0321 0.2127 -0.2382
P -0.7008 2.2566 -0.4890
C -1.6489 3.0243 0.8571
C 0.6728 3.3815 -0.8173
H -1.2832 1.7556 -2.7512
H -1.8270 3.4106 -2.2359
H -2.7440 1.9287 -1.7181
C -1.7568 2.3484 -1.9554
H 1.3287 2.9565 -1.6010
H 0.2305 4.3350 -1.1637
H -1.9055 4.0542 0.5490
H -1.0484 3.0572 1.7862
H 1.2641 3.5560 0.1004
H -2.5719 2.4484 1.0593
C -0.5534 0.2770 1.5658
O -0.9565 0.2162 2.6574
Cl 0.9064 -0.1124 -2.3870
O 0.7502 -1.8845 0.5515
C 0.9332 -2.9916 0.0090
C 1.4771 -4.1388 0.8472
C 0.4698 -5.2850 0.9628
C 0.4947 -6.2254 -0.2862
C -0.0191 -5.5660 -1.5823
C 0.8578 -4.4310 -2.0618
N 0.6550 -3.2149 -1.2885
H 2.3934 -4.5287 0.3733
H 1.7630 -3.7613 1.8348
H 0.7316 -5.9094 1.8440
H -0.5451 -4.8967 1.1402
H 1.5241 -6.5969 -0.4219
H -0.1296 -7.1193 -0.0752
H -0.0705 -6.3485 -2.3535
H -1.0327 -5.2048 -1.4283
H 1.9206 -4.7285 -2.0985
H 0.5880 -4.1662 -3.0916
H 0.4053 -2.3995 -1.8225
*
```


[2]
DFT (ωB97M-V/def2-TZVPD) results for 2 unconnected molecules or ions with the total composition C11H14N2O.

Values from the calculation:
Calculated total energy   -16660.874 eV
Energy above the lowest of the compared OMol25 structures with the same formula, charge and spin   2.039 eV
SMILES   Cc1ccc(O)cc1.Cc1c[nH]cn1
Orbital gap   9.1464 eV
HOMO energy   -8.501 eV

Geometry as ORCA input:
```
! RIJCOSX wB97M-V def2-TZVPD def2/J DEFGRID3
* xyz 0 1
C 1.3558 2.1508 3.8752
C 0.8579 2.2602 2.4432
C 1.1089 1.2163 1.5713
C 0.5235 1.0480 0.3199
C -0.4442 1.9953 0.0356
O -1.0563 1.8709 -1.1976
C -0.7733 3.0505 0.8751
C -0.0739 3.2245 2.0664
H 2.4154 1.8971 3.8928
H 0.7871 1.4543 4.4893
H 1.1794 3.1395 4.2890
H 1.9052 0.5282 1.8517
H 0.6928 0.2059 -0.3368
H -1.4354 2.7068 -1.4887
H -1.6820 3.6016 0.6690
H -0.4052 4.0440 2.6872
C 0.4121 -4.0778 -0.1072
C -0.0620 -3.1390 -1.1660
C 0.3307 -1.8652 -1.4058
N -0.3257 -1.4464 -2.5508
C -1.0527 -2.5394 -2.9412
N -0.8610 -3.5921 -2.2031
H 0.1731 -3.9350 0.9464
H 1.4877 -4.1765 -0.2463
H -0.1827 -4.9767 -0.2777
H 0.8280 -1.1753 -0.7823
H -0.1139 -0.6196 -3.0800
H -1.6282 -2.3594 -3.8385
*
```


[3]
DFT (ωB97M-V/def2-TZVPD) results for 3 unconnected molecules or ions with the total composition C24H31F2I2N2O3P.

Values from the calculation:
Calculated total energy   -65435.883 eV
Orbital gap   8.3248 eV
HOMO energy   -8.641 eV

Geometry as ORCA input:
```
! RIJCOSX wB97M-V def2-TZVPD def2/J DEFGRID3
* xyz 0 1
C -0.9606 -3.3184 1.1789
O -0.7028 -2.0161 1.6875
C 0.6434 -1.8163 2.0670
C 1.3915 -0.8134 1.1490
C 2.5579 -0.2632 2.0112
I 4.0751 0.8099 0.9005
C 3.2625 -1.3235 2.9235
C 3.9000 -2.4997 2.1897
I 4.9120 -0.2990 3.9440
C 0.2485 0.2315 0.8214
P 0.7243 2.0004 0.3327
N -0.5089 2.6299 -0.4335
O -0.3893 -0.1934 -0.3540
C 0.2223 -1.2737 -0.8848
O -0.2298 -2.0364 -1.6054
C 1.6522 -1.2647 -0.2801
N 2.2798 -2.5577 -0.3923
C 2.8107 -2.8488 -1.4978
C 3.4275 -4.2133 -1.6209
C 2.8747 -2.0011 -2.7332
H -0.2186 -3.6120 0.4377
H -1.9221 -3.2686 0.6775
H -1.0678 -4.0509 1.9789
H 0.6399 -1.4655 3.0961
H 1.1570 -2.7779 2.0168
H 2.1188 0.4661 2.6873
H 2.6438 -1.6351 3.7484
H 4.2089 -2.1703 1.2033
H 3.2211 -3.3299 2.0292
H 4.7986 -2.8303 2.6899
H -0.4341 0.4331 1.6381
H 1.7989 1.8922 -0.5728
H 1.0893 2.7408 1.4822
H -0.7938 3.4883 0.0312
H 2.0975 -0.4026 -0.7895
H 4.4946 -4.1228 -1.8142
H 2.9885 -4.6600 -2.5129
H 3.1921 -4.8291 -0.7639
H 1.9306 -1.5524 -3.0164
H 3.5628 -1.1741 -2.5288
H 3.3073 -2.5339 -3.5679
F 0.1510 7.8319 -3.0268
C -0.3568 6.6691 -3.4858
C -0.3681 5.5655 -2.6560
C -0.8941 4.3712 -3.1259
C -1.3914 4.2968 -4.4218
C -1.3678 5.4157 -5.2438
C -0.8513 6.6147 -4.7732
H 0.0319 5.6435 -1.6529
H -0.9139 3.5006 -2.4797
H -1.7983 3.3635 -4.7896
H -1.7519 5.3561 -6.2541
H -0.8309 7.5005 -5.3947
F -5.5988 -2.4068 4.4356
C -5.3269 -1.5214 3.4564
C -6.3703 -0.8694 2.8305
C -6.0866 0.0445 1.8255
C -4.7706 0.2866 1.4548
C -3.7356 -0.3822 2.0936
C -4.0121 -1.2899 3.1052
H -7.3895 -1.0777 3.1288
H -6.8941 0.5678 1.3307
H -4.5515 0.9965 0.6677
H -2.7097 -0.2000 1.8027
H -3.2170 -1.8153 3.6190
*
```


[4]
DFT (ωB97M-V/def2-TZVPD) results for a molecular structure, C22H61AlF2N7O13S2.

Values from the calculation:
Calculated total energy   -94501.041 eV
Energy above the lowest of the compared OMol25 structures with the same formula, charge and spin   26.395 eV
Orbital gap   4.9900 eV
HOMO energy   -10.674 eV

Geometry as ORCA input:
```
! RIJCOSX wB97M-V def2-TZVPD def2/J DEFGRID3
* xyz 1 1
Al -0.2086 2.0670 -1.7718
N 0.2051 0.8576 -0.3514
S 1.4263 0.5936 0.4429
O 2.0572 -0.7075 0.2341
O 1.5579 1.3215 1.7026
F 2.3606 1.6349 -0.4206
S -0.8450 -0.2337 0.4942
O -1.6199 0.3035 1.6118
O -0.4348 -1.6369 0.5652
F -1.9234 -0.1179 -0.6808
N -3.3278 1.6364 -1.8787
O -3.5380 2.4506 -2.7637
O -4.1578 0.9777 -1.3241
O -2.1581 1.5070 -1.6508
C -3.0036 3.8362 1.3289
C -1.7935 3.5348 0.4449
C -0.4267 3.8300 1.2304
O 0.6826 3.6952 0.3336
C 1.9414 3.5755 0.9593
N -1.8340 2.1365 0.0064
H -3.1505 4.9008 1.5107
H -2.8576 3.3234 2.2796
H -3.9045 3.3354 0.9741
H -1.9261 4.2217 -0.3911
H -0.2807 3.1933 2.1030
H -0.4945 4.8555 1.5938
H 2.0704 4.3844 1.6785
H 2.8132 3.5771 0.3051
H 2.0323 2.6647 1.5513
H -1.4173 1.6321 0.7759
H -2.7883 1.8414 -0.1429
C -0.1732 -1.9896 -3.3104
C 0.0775 -0.6323 -2.6177
C 1.3774 -0.0197 -3.1364
O 1.5918 1.2636 -2.6616
C 2.9594 1.6324 -2.8764
N -1.1410 0.0770 -2.9056
H 0.7248 -2.6039 -3.3760
H -0.4559 -1.9265 -4.3612
H -0.8263 -2.5396 -2.6329
H 0.1486 -0.7117 -1.5330
H 1.4934 0.1497 -4.2069
H 2.1670 -0.6883 -2.7934
H 3.0591 2.6545 -2.5110
H 3.1863 1.7734 -3.9331
H 3.8145 1.1373 -2.4162
H -1.8532 -0.5913 -2.6481
H -1.3867 0.1270 -3.8840
C -5.4194 2.0503 1.4927
C -4.3357 0.9955 1.5156
C -4.7465 -0.4447 1.0723
O -3.5889 -1.3754 1.0760
C -3.7035 -2.4725 0.1139
N -3.1773 1.4728 0.8084
H -6.3213 1.8688 2.0773
H -5.7757 2.2837 0.4893
H -4.9661 2.8391 2.0929
H -3.9830 0.7511 2.5177
H -5.2222 -0.3128 0.1005
H -5.5212 -0.9068 1.6842
H -3.5001 -2.0300 -0.8612
H -4.7036 -2.9046 0.0813
H -3.0396 -3.3093 0.3311
H -2.3733 0.8770 0.9455
H -3.4217 1.4324 -0.1707
C 1.5367 -4.5137 -2.9946
C 1.4671 -5.5302 -1.8122
C 0.7500 -4.9849 -0.5037
O 1.3270 -3.7072 -0.1510
C 0.7724 -3.2192 1.1125
N 0.7410 -6.6487 -2.3711
H 0.5995 -4.2185 -3.4664
H 2.1800 -4.9390 -3.7649
H 1.9547 -3.5490 -2.7069
H 2.4552 -5.8932 -1.5291
H 0.9806 -5.7374 0.2504
H -0.3371 -4.9277 -0.5590
H 1.1328 -3.9246 1.8612
H -0.2447 -2.8367 1.1991
H 1.2470 -2.2523 1.2796
H 1.1741 -6.9669 -3.2262
H -0.2636 -6.5655 -2.4345
C 3.4984 0.9325 2.7696
C 4.5986 0.1796 1.9985
C 4.1514 -0.6919 0.7555
O 3.7958 0.0628 -0.4277
C 3.2930 -0.8216 -1.4640
N 5.3245 1.2279 1.3588
H 2.8477 0.2672 3.3373
H 2.8579 1.5545 2.1443
H 3.9857 1.5708 3.5066
H 5.1477 -0.4826 2.6679
H 3.4434 -1.4754 1.0257
H 5.0220 -1.2726 0.4506
H 2.9190 -1.7478 -1.0275
H 4.0726 -1.2472 -2.0958
H 2.4864 -0.3053 -1.9844
H 6.1848 0.8148 1.0282
H 4.8021 1.3593 0.5044
C 0.6472 1.7037 3.6255
C -0.8837 1.7695 3.3504
O -1.3084 0.4788 3.7974
H 1.0866 0.7366 3.3812
H 0.9174 1.9780 4.6452
H 1.1860 2.4284 3.0152
H -0.9907 1.8240 2.2670
H -1.3797 2.6584 3.7404
H -1.1993 -0.2058 3.1334
*
```


[5]
DFT (ωB97M-V/def2-TZVPD) results for C6H5BrN2S in the gas phase.

Values from the calculation:
Calculated total energy   -90153.424 eV
Energy above the lowest of the compared OMol25 structures with the same formula, charge and spin   5.127 eV
Orbital gap (alpha / beta)   7.6508 / 7.6524 eV
HOMO energy (alpha / beta)   -8.488 / -8.490 eV

Geometry as ORCA input:
```
! RIJCOSX wB97M-V def2-TZVPD def2/J DEFGRID3
* xyz 0 1
C 0.3840 0.4326 1.2343
C 0.9873 -0.6001 0.6183
C -0.4027 -1.6473 -2.6454
C -0.1355 -0.6775 -1.5963
C -2.0398 0.6830 0.2379
C -0.7658 1.2337 0.5644
N 0.2325 -2.7456 -2.4697
N 0.6726 -0.9506 -0.7059
S 1.2522 -2.9887 -1.2891
Br -2.4128 -0.9611 1.0176
H 0.5361 0.7444 2.2249
H 1.8255 -1.2003 0.8215
H -1.1844 -1.5273 -3.2430
H -0.8507 2.1678 1.1920
H -0.3123 1.6794 -0.4000
*
```


[6]
DFT (ωB97M-V/def2-TZVPD) results for a molecular structure, C8H24ClCrN8O20.

Values from the calculation:
Calculated total energy   -102467.535 eV
Orbital gap (alpha / beta)   6.9667 / 8.9109 eV
HOMO energy (alpha / beta)   -8.664 / -10.600 eV

Geometry as ORCA input:
```
! RIJCOSX wB97M-V def2-TZVPD def2/J DEFGRID3
* xyz 0 6
Cr 21.0381 7.9669 -19.0003
Cl 18.9238 5.2008 -18.4319
O 18.9910 6.4938 -19.0657
O 18.2110 4.2577 -19.2770
O 20.3091 4.7677 -18.1854
O 18.2920 5.1634 -17.1474
C 15.0105 5.2142 -17.7908
N 13.8339 4.3523 -18.0306
O 12.7125 4.8949 -17.8599
O 14.0161 3.2043 -18.3990
H 15.9034 4.6671 -18.0935
H 14.9867 5.5510 -16.7544
H 14.8094 6.0149 -18.5025
C 21.7152 5.8672 -15.2050
N 22.0174 7.0736 -15.9477
O 22.9862 7.7152 -15.7257
O 21.2554 7.3171 -16.9028
H 20.7219 5.9351 -14.7614
H 22.3354 5.8599 -14.3087
H 21.7486 4.9776 -15.8340
C 21.8007 5.1362 -22.6873
N 20.9664 6.1265 -21.9979
O 21.2750 6.7480 -20.9521
O 19.8766 6.3164 -22.5683
H 22.2026 5.4943 -23.6352
H 21.1124 4.2991 -22.8042
H 22.7279 4.8638 -22.1830
C 17.1919 2.9992 -14.5375
N 18.3686 3.7194 -13.9235
O 19.5336 3.3220 -14.0814
O 18.1372 4.6673 -13.1773
H 17.3909 1.9296 -14.6037
H 17.2266 3.2916 -15.5869
H 16.3338 3.1910 -13.8933
C 17.1618 0.5302 -18.7382
N 18.3413 0.7170 -17.8409
O 18.2651 1.0351 -16.6902
O 19.4031 0.5022 -18.3449
H 17.2638 1.4889 -19.2467
H 16.1492 0.4976 -18.3361
H 17.3275 -0.2853 -19.4422
C 22.5029 1.6506 -17.7352
N 23.7224 2.1811 -16.9984
O 24.5442 1.3820 -16.5278
O 23.8457 3.3893 -16.9114
H 22.7998 1.2479 -18.7036
H 21.8576 2.5152 -17.8904
H 21.9757 0.9472 -17.0907
C 19.2370 1.8226 -21.5081
N 19.4308 0.2989 -21.7765
O 18.6105 -0.4581 -21.2707
O 20.4638 -0.0171 -22.3531
H 20.0894 2.3087 -21.9827
H 19.4160 1.9995 -20.4476
H 18.3449 2.2240 -21.9889
C 16.9488 8.0470 -15.9513
N 15.9492 9.0538 -15.4516
O 14.8454 8.6183 -15.3511
O 16.2647 10.1057 -14.9231
H 16.8360 8.1527 -17.0303
H 16.7074 7.0889 -15.4911
H 17.9257 8.2913 -15.5340
*
```